Entry from the OMol25 dataset: an isolated molecule of C12H24B2O9 in a non-equilibrium geometry (the ωB97M-V functional and the def2-TZVPD basis).

```
47
Properties=species:S:1:pos:R:3
C -1.958 0.932 3.393
C -0.740 0.001 3.087
O -0.080 0.516 1.997
B 1.059 -0.170 1.440
O 1.888 0.343 0.417
C 1.387 1.624 0.029
C 1.976 2.209 -1.265
O 2.496 1.227 -2.276
C 1.562 0.325 -2.709
C 0.325 0.858 -3.429
O -0.593 1.382 -2.431
B -1.258 0.327 -1.831
O -1.946 0.447 -0.590
C -2.373 1.662 -0.151
C -2.057 1.990 1.270
O -2.645 1.056 2.210
O -0.981 -0.979 -2.325
C -1.336 -2.040 -1.493
C -0.345 -2.129 -0.257
O 0.719 -3.043 -0.644
C 1.593 -3.455 0.415
C 2.240 -2.254 1.133
O 1.271 -1.534 1.785
H -1.541 1.904 3.739
H -2.606 0.629 4.250
H 0.042 0.034 3.833
H -1.105 -1.042 2.934
H 0.335 1.411 -0.147
H 1.327 2.272 0.952
H 1.283 2.862 -1.906
H 2.730 2.879 -0.926
H 2.086 -0.441 -3.295
H 1.182 -0.242 -1.807
H -0.242 0.181 -4.120
H 0.619 1.773 -4.013
H -3.468 1.753 -0.240
H -1.949 2.398 -0.765
H -0.994 2.019 1.420
H -2.392 3.052 1.547
H -2.404 -1.835 -1.227
H -1.330 -2.943 -2.212
H -0.012 -1.103 0.129
H -0.863 -2.610 0.531
H 2.366 -4.104 -0.035
H 1.035 -4.065 1.157
H 2.962 -2.541 1.943
H 2.734 -1.538 0.479
```

Its multiplicity is 1. Its SMILES is C1COB2OCCOCCOB(OCCO1)OCCOCCO2. The orbital gap comes out at 10.05 eV. For the LUMO energy, the calculation gives 0.53 eV. As for the HOMO energy: -0.3501 Eh.



Entry from the OMol25 dataset: a structure of composition C12H24B3F12O3Tl in a non-equilibrium geometry (the ωB97M-V functional and the def2-TZVPD basis).

```
55
Properties=species:S:1:pos:R:3
Tl -0.417 0.542 -0.604
B 0.254 2.275 1.952
F 1.479 1.793 1.443
F 0.385 2.902 3.153
F -0.309 3.033 0.893
F -0.619 1.150 2.076
B -0.511 -1.922 -2.555
F -1.869 -1.584 -2.349
F -0.283 -3.047 -3.300
F 0.001 -0.740 -3.147
F 0.119 -2.060 -1.306
B -1.786 2.204 -2.803
F -1.698 2.732 -1.464
F -0.466 1.788 -3.097
F -2.603 1.061 -2.716
F -2.325 3.104 -3.685
C -5.037 1.671 1.409
C -5.240 0.448 0.500
C -4.067 0.435 -0.468
O -3.035 1.123 0.235
C -3.583 2.108 1.114
H -5.116 1.487 2.475
H -5.656 2.478 1.027
H -6.195 0.479 -0.019
H -5.231 -0.461 1.105
H -4.348 0.924 -1.406
H -3.698 -0.546 -0.768
H -3.584 3.062 0.571
H -2.862 2.217 1.922
C 1.970 -2.111 3.208
C 2.181 -3.047 2.016
C 0.982 -2.721 1.122
O 0.893 -1.282 1.276
C 1.424 -0.848 2.553
H 2.891 -1.983 3.775
H 1.216 -2.496 3.900
H 2.351 -4.068 2.359
H 3.161 -2.762 1.617
H 0.085 -3.204 1.496
H 1.381 -2.920 0.138
H 0.608 -0.418 3.125
H 2.226 -0.128 2.417
C 3.964 -0.228 -2.482
C 4.515 0.446 -1.208
C 3.250 0.594 -0.318
O 2.190 -0.036 -1.040
C 2.720 -0.948 -1.995
H 4.762 -0.811 -2.939
H 3.717 0.584 -3.168
H 5.051 1.349 -1.481
H 5.160 -0.260 -0.684
H 3.039 1.629 -0.076
H 3.508 0.065 0.600
H 2.087 -1.140 -2.854
H 2.967 -1.915 -1.542
```

Its multiplicity is 1. The orbital gap comes out at 4.19 eV. For the LUMO energy, the calculation gives -6.66 eV. As for the HOMO energy: -0.3990 Eh.



Entry from the OMol25 dataset: a structure of composition C12H24BN6PdS2 (the ωB97M-V functional and the def2-TZVPD basis).

```
46
Properties=species:S:1:pos:R:3
Pd 1.313 0.033 -0.228
N -1.496 -0.557 -0.224
C -2.322 -0.400 0.979
C -1.439 -0.394 2.215
C -0.631 -1.686 2.419
C 0.855 -1.467 2.667
N 1.655 -1.336 1.416
H -2.015 -0.261 -1.044
H -1.269 -1.533 -0.382
H -3.094 -1.174 1.067
H -2.835 0.560 0.908
H -2.061 -0.213 3.094
H -0.756 0.452 2.126
H -0.744 -2.373 1.574
H -1.025 -2.228 3.280
H 1.261 -2.310 3.232
H 1.016 -0.566 3.261
H 1.707 -2.254 0.983
H 2.611 -1.106 1.675
C -0.493 -2.826 -4.158
N -0.472 -1.403 -3.866
C -1.122 -0.412 -4.576
C -0.787 0.761 -4.002
N 0.051 0.497 -2.931
B 0.854 1.580 -2.148
N -0.015 2.521 -1.273
C -0.911 3.466 -1.746
C -1.302 4.232 -0.709
N -0.631 3.768 0.405
C -0.709 4.307 1.753
C 0.158 2.741 0.037
S 1.229 1.938 1.108
C 0.249 -0.829 -2.884
S 1.269 -1.699 -1.810
H -1.340 -3.038 -4.805
H -0.598 -3.387 -3.231
H 0.428 -3.129 -4.654
H -1.751 -0.634 -5.419
H -1.069 1.760 -4.276
H 1.840 1.065 -1.482
H 1.491 2.226 -2.931
H -1.192 3.528 -2.780
H -1.986 5.060 -0.659
H -1.507 5.043 1.787
H 0.231 4.781 2.028
H -0.923 3.506 2.458
```

Its multiplicity is 1. Its net charge is +1. The orbital gap comes out at 7.40 eV. For the LUMO energy, the calculation gives -3.55 eV. As for the HOMO energy: -0.4026 Eh.



Entry from the OMol25 dataset: a structure of composition C12H24BeFO12 in a non-equilibrium geometry (the ωB97M-V functional and the def2-TZVPD basis).

```
50
Properties=species:S:1:pos:R:3
Be 1.894 2.961 -1.266
F -0.319 2.447 -0.268
C 0.327 -0.829 -2.192
O 1.547 -0.990 -2.985
C 2.316 -0.023 -3.305
O 2.180 1.136 -2.946
O 3.367 -0.465 -3.959
C 4.380 0.448 -4.385
H 0.274 -1.512 -1.344
H -0.444 -1.150 -2.892
H 0.101 0.174 -1.832
H 5.171 -0.150 -4.839
H 4.582 1.221 -3.644
H 4.047 1.001 -5.264
C -0.750 -0.199 5.484
O -1.263 0.282 4.204
C -1.914 1.488 4.008
O -2.289 2.374 4.798
O -2.068 1.586 2.658
C -2.523 2.877 2.205
H -1.042 -1.239 5.630
H -1.252 0.319 6.301
H 0.312 0.042 5.426
H -3.603 2.980 2.310
H -2.225 2.890 1.157
H -1.977 3.709 2.650
C -2.595 -0.337 0.393
O -2.810 -1.072 -0.753
C -4.021 -1.559 -0.971
O -5.089 -1.173 -0.445
O -3.924 -2.411 -1.990
C -5.086 -3.034 -2.594
H -3.192 0.574 0.445
H -1.533 -0.095 0.358
H -2.758 -0.852 1.340
H -4.881 -4.020 -3.010
H -5.419 -2.425 -3.435
H -6.004 -3.092 -2.009
C 1.228 -0.365 1.869
O 2.394 -0.903 1.235
C 3.091 -0.148 0.392
O 2.701 0.904 -0.112
O 4.303 -0.721 0.217
C 5.306 -0.061 -0.541
H 0.580 -0.018 1.065
H 1.418 0.449 2.569
H 0.700 -1.159 2.398
H 6.153 -0.727 -0.703
H 5.656 0.729 0.124
H 4.952 0.137 -1.552
```

Its multiplicity is 1. Its net charge is +1. The orbital gap comes out at 3.85 eV. For the LUMO energy, the calculation gives -8.57 eV. As for the HOMO energy: -0.4563 Eh.



Entry from the OMol25 dataset: a structure of composition C12H24ClIN3O2P2Re in a non-equilibrium geometry (the ωB97M-V functional and the def2-TZVPD basis).

```
46
Properties=species:S:1:pos:R:3
C 0.195 -1.616 -1.597
C 4.018 -1.037 -2.188
H 1.050 -2.203 -1.144
H 0.039 -2.085 -2.576
H -0.636 -2.002 -0.850
O 4.102 -2.236 -2.130
I 5.041 0.535 -2.127
Re -0.980 -0.107 -1.080
P -0.561 0.620 -3.315
C 1.166 1.090 -3.690
C -0.800 -0.634 -4.595
H -2.476 2.098 -3.486
H -1.271 2.361 -4.817
H -0.956 2.988 -3.163
C -1.401 2.152 -3.757
H -1.785 -1.127 -4.477
H -0.731 -0.164 -5.591
H 1.222 1.254 -4.762
H 1.884 0.289 -3.424
H -0.009 -1.417 -4.490
H 1.448 2.003 -3.129
C 0.562 0.962 -0.838
O 1.620 1.473 -0.727
Cl -3.202 0.373 -0.981
C 0.891 -1.010 3.939
N 0.952 0.403 3.529
C -0.125 1.109 4.225
N -1.477 0.553 3.921
C -1.507 -0.921 4.063
N -0.350 -1.622 3.436
C -0.417 -1.636 2.000
P -0.796 0.015 1.278
C 0.879 0.526 2.066
C -1.858 0.908 2.529
H 0.884 -1.072 5.010
H 1.756 -1.539 3.486
H -0.085 2.198 3.965
H 0.055 0.982 5.312
H -2.439 -1.263 3.641
H -1.449 -1.147 5.153
H 0.575 -1.902 1.597
H -1.156 -2.372 1.636
H 1.065 1.542 1.762
H 1.646 -0.092 1.599
H -2.907 0.761 2.353
H -1.674 2.012 2.432
```

The expectation value of S² is 3.769. Its multiplicity is 4. Its net charge is +3. The orbital gap (alpha / beta) comes out at 5.25 / 4.92 eV. For the LUMO energy (alpha / beta), the calculation gives -12.28 / -12.36 eV. As for the HOMO energy (alpha / beta): -0.6443 / -0.6349 Eh.



Entry from the OMol25 dataset: a structure of composition C12H24CoFO9 in a non-equilibrium geometry (the ωB97M-V functional and the def2-TZVPD basis).

```
47
Properties=species:S:1:pos:R:3
Co -2.906 1.883 -1.377
F -0.974 1.910 -0.906
C 5.333 6.457 -0.359
C 5.575 4.951 -0.253
O 5.501 4.220 -1.428
C 4.381 3.442 -1.739
O 4.225 2.937 -2.834
O 3.573 3.242 -0.667
C 2.362 2.520 -0.801
H 5.484 6.910 0.621
H 4.278 6.605 -0.587
H 5.972 6.998 -1.058
H 4.874 4.549 0.477
H 6.596 4.768 0.082
H 2.693 1.634 -0.260
H 1.975 2.148 -1.750
H 1.535 3.008 -0.286
C 0.298 -1.144 -2.453
C -0.767 -1.921 -3.209
O -1.895 -2.332 -2.417
C -2.804 -1.437 -1.902
O -2.783 -0.199 -2.066
O -3.611 -2.152 -1.111
C -4.247 -1.458 -0.086
H 0.504 -1.693 -1.534
H -0.106 -0.219 -2.043
H 1.256 -1.006 -2.954
H -0.375 -2.852 -3.619
H -1.230 -1.255 -3.937
H -4.731 -0.573 -0.500
H -3.631 -0.958 0.661
H -5.025 -2.066 0.378
C -2.814 -5.777 3.170
C -2.408 -4.350 2.786
O -3.044 -3.247 3.332
C -2.524 -1.975 3.195
O -2.907 -1.028 3.857
O -1.467 -1.936 2.229
C -0.885 -0.760 1.777
H -2.459 -6.107 4.146
H -2.681 -6.569 2.433
H -3.902 -5.778 3.237
H -2.608 -4.329 1.715
H -1.343 -4.191 2.959
H 0.028 -0.756 1.181
H -0.771 -0.070 2.613
H -1.543 -0.044 1.284
```

The expectation value of S² is 6.004. Its multiplicity is 5. The orbital gap (alpha / beta) comes out at 7.84 / 9.66 eV. For the LUMO energy (alpha / beta), the calculation gives 0.51 / -0.88 eV. As for the HOMO energy (alpha / beta): -0.2694 / -0.3873 Eh.